(1)
31
Properties=species:S:1:pos:R:3:lowdin_charge:R:1 method="wB97M-V/def2-TZVPD" charge=+1 gap_ev=9.75 relative_energy_kj_mol=200.45
C 1.39 -3.33 0.20 0.0178
C 1.42 -2.02 -0.08 -0.4788
C -2.53 -0.06 0.07 -0.2285
C -1.79 1.14 -0.63 -0.2061
C -1.81 -1.40 -0.05 -0.2815
C -0.46 1.38 -0.05 -0.1809
C 2.48 -1.29 -0.83 -0.0899
C 0.52 3.59 -0.77 -0.0667
C 0.06 -1.01 2.35 -0.1675
C 0.49 2.06 -0.94 -0.2723
P -0.05 -0.99 0.47 1.1539
H 0.59 -3.86 0.76 0.0860
H 2.27 -3.91 -0.20 0.1019
H -2.68 0.14 1.12 0.0980
H -3.59 -0.13 -0.25 0.1296
H -1.69 0.98 -1.64 0.1009
H -2.30 2.04 -0.46 0.1172
H -2.23 -2.23 0.58 0.1089
H -1.97 -1.81 -1.02 0.0787
H -0.51 1.82 1.05 0.1644
H 3.40 -1.91 -0.80 0.1076
H 2.62 -0.30 -0.51 0.0440
H 2.12 -1.29 -1.84 0.0832
H -0.24 4.18 -1.16 0.0545
H 1.48 3.86 -1.23 0.0976
H 0.55 3.71 0.31 0.0800
H 0.67 -0.19 2.68 0.0391
H 0.71 -1.87 2.53 0.0504
H -0.93 -0.86 2.71 0.0388
H 1.52 1.80 -0.47 0.1337
H 0.50 1.78 -1.92 0.0859

(2)
41
Properties=species:S:1:pos:R:3:lowdin_charge:R:1 method="wB97M-V/def2-TZVPD" charge=+2 gap_ev="6.72 / 6.26"
C -1.28 -1.38 -0.75 -0.2874
I -2.17 1.36 -0.83 0.9080
H -2.08 -1.15 -1.46 -0.0371
H -1.73 -2.03 0.01 0.0377
H -0.54 -2.01 -1.27 0.0333
Al -0.15 -0.06 0.52 -0.0604
P -1.42 0.07 2.54 0.7695
C -0.74 -0.73 4.01 -0.2060
C -1.87 1.73 3.11 -0.2258
H -2.55 1.63 3.97 0.0767
H -3.63 -0.63 3.21 0.0806
H -2.35 2.29 2.30 0.0326
H -3.55 -0.33 1.44 0.0308
H 0.35 -0.61 4.00 0.0581
H -0.96 2.26 3.42 0.0717
C -3.03 -0.76 2.30 -0.2210
H -1.16 -0.26 4.91 0.0802
H -2.86 -1.83 2.12 0.0620
H -0.98 -1.80 4.00 0.0748
P 0.23 0.12 -2.63 0.8484
C 1.76 -0.76 -3.09 -0.2005
C -0.88 -0.29 -4.04 -0.2091
H -0.07 2.51 -2.72 0.0216
H 0.90 1.90 -4.11 0.0844
H 1.64 2.06 -2.47 0.0125
C 0.73 1.83 -3.03 -0.2317
H -1.81 0.30 -3.96 0.0493
H -0.36 -0.05 -4.98 0.0786
H 1.88 -0.73 -4.18 0.0848
H 1.69 -1.80 -2.75 0.0662
H -1.13 -1.35 -4.00 0.0682
H 2.62 -0.30 -2.59 0.0132
C 0.92 -1.54 1.54 -0.0591
O 1.27 -2.56 1.95 0.2341
Cl 4.89 1.24 1.74 0.7109
C 3.90 0.90 0.34 -1.4908
Cl 3.72 2.32 -0.69 0.6822
Cl 4.52 -0.49 -0.60 0.6844
C 2.46 0.43 0.83 -0.6254
O 2.34 -0.21 1.90 0.0100
O 1.48 0.72 0.02 -0.1105

(3)
48
Properties=species:S:1:pos:R:3:lowdin_charge:R:1 method="wB97M-V/def2-TZVPD" gap_ev=9.17
C -0.56 2.44 -4.85 -0.0147
B -1.19 1.02 -4.34 -0.4222
O -1.54 0.08 -5.38 0.0859
N -1.46 0.65 -2.91 0.0518
C -2.80 0.87 -2.47 0.0340
N -2.89 0.51 -1.10 0.1642
C -1.52 0.10 -0.82 -0.2136
N -1.21 -0.29 0.41 0.1457
C 0.09 -0.70 0.94 -0.1667
O 0.28 -2.14 0.88 -0.1117
C 1.51 -2.52 1.50 -0.2358
O 1.58 -2.30 2.91 -0.1272
C 1.26 -3.48 3.68 -0.1627
C -0.19 -3.26 4.37 -0.2011
O -1.19 -2.83 3.42 -0.0859
N -0.64 0.15 -1.93 0.0483
C 0.77 -0.19 -2.13 -0.0456
C 1.76 1.03 -1.75 -0.2677
C 3.19 0.40 -1.34 -0.0436
F 1.92 1.87 -2.90 -0.0562
H -0.60 3.25 -4.06 0.0822
H 0.48 2.31 -5.29 0.0859
H -1.23 2.77 -5.72 0.0816
H -2.22 0.56 -5.91 0.1109
H -3.58 1.26 -3.18 0.1639
H -1.99 -0.29 1.09 0.1738
H 0.99 -0.13 0.53 0.1245
H 0.08 -0.46 2.06 0.1443
H 2.36 -1.89 1.04 0.1354
H 1.76 -3.59 1.20 0.1523
H 1.99 -3.51 4.56 0.1329
H 1.33 -4.46 3.11 0.1258
H -0.06 -2.45 5.17 0.1330
H -0.48 -4.23 4.89 0.1238
H -1.16 -1.86 3.44 0.0767
H 1.05 -0.48 -3.20 0.1613
H 1.09 -1.09 -1.49 0.1313
H 1.38 1.59 -0.84 0.1488
H 3.12 -0.68 -1.00 0.0649
H 3.92 0.41 -2.21 0.0955
H 3.66 0.97 -0.46 0.0970
F -1.07 4.55 2.13 -0.2880
As -1.29 2.94 2.87 0.8519
F -0.28 3.43 4.25 -0.2833
F 0.16 2.34 2.01 -0.3075
F -1.51 1.32 3.61 -0.3058
F -2.31 2.44 1.49 -0.3063
F -2.74 3.53 3.73 -0.2822

(4)
42
Properties=species:S:1:pos:R:3:lowdin_charge:R:1 method="wB97M-V/def2-TZVPD" multiplicity=6 charge=+1 gap_ev="9.84 / 6.97" relative_energy_kj_mol=45.67
Fe 0.22 0.50 -0.50 0.4858
Cl 2.65 -2.91 -0.69 0.6235
C 2.38 -2.33 -2.32 -0.8920
Cl 1.27 -0.91 -2.43 0.6192
H 1.92 -3.12 -2.90 0.0379
H 3.32 -1.99 -2.74 0.0199
C -1.72 2.55 0.69 -0.0953
N -1.07 1.31 1.17 -0.3178
C -0.24 1.66 2.35 -0.0748
C -2.09 0.31 1.55 -0.1663
C -2.44 -0.53 0.34 -0.1828
N -1.23 -1.23 -0.16 -0.3106
C -0.74 -2.19 0.85 -0.0657
C -1.64 -2.01 -1.35 -0.0978
H -2.38 2.95 1.46 0.1054
H -2.32 2.34 -0.20 0.0775
H -0.97 3.28 0.44 0.0484
H -0.87 2.08 3.14 0.1084
H 0.50 2.40 2.06 0.0745
H 0.26 0.78 2.72 0.0820
H -2.98 0.79 1.97 0.1414
H -1.68 -0.32 2.33 0.1194
H -2.82 0.10 -0.46 0.1060
H -3.22 -1.25 0.59 0.1392
H -1.57 -2.77 1.26 0.1114
H -0.22 -1.70 1.67 0.0763
H -0.04 -2.88 0.38 0.0634
H -2.45 -2.69 -1.08 0.1067
H -0.81 -2.59 -1.73 0.0649
H -1.99 -1.34 -2.13 0.0765
O 1.57 -0.20 0.80 -0.2761
N 2.57 0.34 1.38 0.0015
C 3.68 0.62 0.82 -0.3046
C 4.70 1.23 1.63 -0.1429
N 5.52 1.73 2.25 0.2010
C 3.96 0.35 -0.57 -0.2084
N 4.17 0.13 -1.68 0.2015
N -1.05 1.12 -2.28 0.0010
H -2.04 0.93 -2.43 0.0628
H -0.57 0.83 -3.12 0.0342
H -0.94 2.13 -2.23 0.0187
Br 1.41 2.49 -0.85 0.3268

Looking at total energy for the records above, in order, we have -734.0391, -3222.1917, -3873.3372, -5555.2429 Ha.